# 1
Entry from the OMol25 dataset: a structure of composition C2H4OTl in a non-equilibrium geometry (ωB97M-V/def2-TZVPD).

Summary:
Kohn-Sham gap (alpha / beta)	3.2 / 3.2	eV
ΔE to the lowest compared entry with this formula, charge and spin	3.3187	eV

```
! wB97M-V def2-TZVPD RIJCOSX def2/J DEFGRID3
* xyz -1 1
H 1.185 0.507 -1.111
C 0.211 -0.003 0.778
H 0.243 0.474 3.215
H 1.185 0.215 1.251
H -0.439 -0.193 -2.414
C 0.315 0.115 -0.553
Tl -2.041 -0.675 0.290
O -0.660 -0.441 -1.457
*
```

Just the Mulliken charges please, in e? Sure, here they are: atom 1 (H): 0.222, atom 2 (C): -1.650, atom 3 (H): 0.068, atom 4 (H): 0.435, atom 5 (H): 0.348, atom 6 (C): 0.184, atom 7 (Tl): -0.149, atom 8 (O): -0.459

***

# 2
Entry from the OMol25 dataset: a cluster of 2 separate species, C6H13N3OS in total in a non-equilibrium geometry (ωB97M-V/def2-TZVPD).

Summary:
Kohn-Sham gap (alpha / beta)	6.0 / 6.0	eV
ΔE to the lowest compared entry with this formula, charge and spin	2.7995	eV

```
! wB97M-V def2-TZVPD RIJCOSX def2/J DEFGRID3
* xyz 0 1
C 1.831 -1.743 -0.670
H 1.210 -2.554 -0.873
S -0.515 -3.108 1.078
H -1.191 -1.402 -1.623
C 0.170 0.067 -0.887
C -0.526 1.576 0.999
H 1.108 0.703 0.579
C -1.083 -0.291 -1.637
O -0.502 -0.619 2.088
H -2.339 1.019 0.178
H 1.752 -1.620 0.445
N 0.139 2.378 1.912
H -0.264 3.343 2.032
C -0.617 -1.670 1.595
H 1.171 -0.767 -2.523
H -2.456 2.390 1.040
H 2.924 -2.076 -0.934
N -1.924 1.527 0.945
H 0.150 1.877 2.805
H 2.176 0.260 -1.405
C 1.435 -0.533 -1.465
H -1.001 -0.038 -2.654
N 0.234 0.895 0.167
H -1.881 0.387 -1.193
*
```

Just the Mulliken charges please, in e? Sure, here they are: atom 1 (C): -0.979, atom 2 (H): 0.276, atom 3 (S): -0.355, atom 4 (H): 0.179, atom 5 (C): 0.483, atom 6 (C): 0.480, atom 7 (H): 0.217, atom 8 (C): -1.292, atom 9 (O): -0.389, atom 10 (H): 0.168, atom 11 (H): 0.228, atom 12 (N): -0.560, atom 13 (H): 0.280, atom 14 (C): 0.656, atom 15 (H): 0.384, atom 16 (H): 0.202, atom 17 (H): 0.301, atom 18 (N): -0.434, atom 19 (H): 0.240, atom 20 (H): 0.356, atom 21 (C): -0.909, atom 22 (H): 0.430, atom 23 (N): -0.213, atom 24 (H): 0.251

***

# 3
Entry from the OMol25 dataset: a cluster of 2 separate species, C8H11PS2 in total in a non-equilibrium geometry (ωB97M-V/def2-TZVPD).

Summary:
Kohn-Sham gap (alpha / beta)	5.6 / 5.7	eV
ΔE to the lowest compared entry with this formula, charge and spin	3.2846	eV

```
! wB97M-V def2-TZVPD RIJCOSX def2/J DEFGRID3
* xyz 0 1
H -0.522 2.047 1.795
C -2.426 -0.438 -0.354
C -1.328 0.373 -0.042
H -1.424 1.415 -0.168
H 0.912 -2.005 0.704
S 3.625 -1.824 -0.327
H -3.100 -2.430 -0.761
C -2.399 -1.808 -0.255
S 1.577 1.930 -0.669
H -3.156 0.215 -0.711
C -0.144 -0.112 0.419
C 0.524 2.073 2.126
C -0.044 -1.554 0.444
H 2.670 0.043 -1.534
H 2.106 1.142 -2.884
H 0.936 3.006 1.724
P 1.337 0.755 1.066
H -1.282 -3.398 0.118
C -1.143 -2.341 0.156
C 1.824 0.721 -1.971
H 0.557 2.009 3.164
H 0.900 0.181 -2.040
*
```

Just the Mulliken charges please, in e? Sure, here they are: atom 1 (H): 0.305, atom 2 (C): -0.550, atom 3 (C): 0.136, atom 4 (H): 0.366, atom 5 (H): 0.196, atom 6 (S): -0.043, atom 7 (H): 0.358, atom 8 (C): -0.577, atom 9 (S): -0.225, atom 10 (H): 0.371, atom 11 (C): 0.220, atom 12 (C): -1.055, atom 13 (C): -0.266, atom 14 (H): -0.184, atom 15 (H): 0.384, atom 16 (H): 0.314, atom 17 (P): 0.091, atom 18 (H): 0.350, atom 19 (C): -0.496, atom 20 (C): -0.277, atom 21 (H): 0.391, atom 22 (H): 0.192

***

# 4
Entry from the OMol25 dataset: the molecule C2H5N3O in a non-equilibrium geometry (ωB97M-V/def2-TZVPD).

Summary:
Kohn-Sham gap	10.5	eV
ΔE to the lowest compared entry with this formula, charge and spin	3.0287	eV
SMILES string	O[C@H]1CN=NN1

```
! wB97M-V def2-TZVPD RIJCOSX def2/J DEFGRID3
* xyz 0 1
C -0.149 0.047 0.088
H 0.898 1.908 0.801
H 0.542 -1.491 -1.180
N 0.857 1.172 0.134
H -0.688 -0.228 0.943
H -0.595 0.772 -1.493
N 2.126 -0.489 -0.315
O -1.160 0.313 -0.847
H 0.931 -1.848 0.503
N 2.072 0.753 -0.124
C 0.838 -1.112 -0.271
*
```

Just the Mulliken charges please, in e? Sure, here they are: atom 1 (C): 0.027, atom 2 (H): 0.271, atom 3 (H): 0.260, atom 4 (N): -0.007, atom 5 (H): 0.337, atom 6 (H): 0.343, atom 7 (N): -0.259, atom 8 (O): -0.518, atom 9 (H): 0.294, atom 10 (N): -0.372, atom 11 (C): -0.377

***

# 5
Entry from the OMol25 dataset: the molecule C23H26N6 (ωB97M-V/def2-TZVPD).

Summary:
Kohn-Sham gap	9.0	eV
ΔE to the lowest compared entry with this formula, charge and spin	0.2079	eV
SMILES string	Cc1ccc(C)c(-n2cc(CN[C@H](C)Cn3cncn3)c(-c3ccccc3)n2)c1

```
! wB97M-V def2-TZVPD RIJCOSX def2/J DEFGRID3
* xyz 0 1
C 0.036 -2.318 1.007
N -5.102 -4.201 -0.739
C -4.193 -3.849 0.140
H -4.814 -5.212 -2.591
C 1.427 -0.527 -1.830
C 3.618 3.861 3.486
C -1.799 -0.568 -1.104
C 3.468 -1.745 -2.225
H -1.467 5.530 0.293
C -1.326 4.468 0.479
H -1.689 -4.420 1.343
C 2.919 -2.308 -3.367
C -0.074 4.252 1.275
H 2.484 2.087 1.743
H 0.795 -2.764 0.368
C 0.890 -1.080 -2.990
C -1.694 -4.001 0.332
C 2.338 3.992 2.720
H 1.205 -2.391 -4.647
H 0.267 -1.263 1.128
H -0.216 6.153 2.229
H 3.407 3.695 4.543
N -3.090 -4.827 -1.463
H -0.706 -2.242 -1.536
H -1.280 3.950 -0.477
C 1.900 2.984 1.879
N -2.972 -4.223 -0.278
H -2.052 -0.404 -2.158
C 0.664 0.388 -0.989
C 2.730 -0.861 -1.463
C 0.372 5.251 2.134
H -2.201 4.110 1.022
C -0.874 1.448 0.185
H 4.207 3.025 3.118
H -2.098 -1.992 1.008
N -1.499 -1.977 -0.960
N 1.277 1.365 -0.335
H 4.475 -2.001 -1.929
H 1.860 5.925 3.507
H 0.077 -2.794 1.984
C 1.633 -1.966 -3.750
H 3.147 -0.416 -0.573
H -0.100 -0.799 -3.315
C 1.545 5.127 2.850
H -4.384 -3.349 1.067
H -0.960 -4.526 -0.283
H 3.493 -3.004 -3.959
H 4.207 4.772 3.403
C -4.378 -4.796 -1.706
H -1.744 1.793 0.705
C -0.723 0.390 -0.681
H -2.700 -0.358 -0.518
C 0.704 3.097 1.177
C -1.352 -2.497 0.381
N 0.343 2.017 0.354
*
```

Just the Mulliken charges please, in e? Sure, here they are: atom 1 (C): -1.455, atom 2 (N): -0.662, atom 3 (C): 0.079, atom 4 (H): 0.438, atom 5 (C): 0.581, atom 6 (C): -1.562, atom 7 (C): -1.985, atom 8 (C): -0.628, atom 9 (H): 0.459, atom 10 (C): -1.789, atom 11 (H): 0.380, atom 12 (C): -0.466, atom 13 (C): 0.978, atom 14 (H): 0.440, atom 15 (H): 0.293, atom 16 (C): -0.414, atom 17 (C): -1.150, atom 18 (C): 0.775, atom 19 (H): 0.416, atom 20 (H): 0.180, atom 21 (H): 0.405, atom 22 (H): 0.307, atom 23 (N): -0.978, atom 24 (H): 0.269, atom 25 (H): 0.428, atom 26 (C): -0.579, atom 27 (N): 0.899, atom 28 (H): 0.393, atom 29 (C): 0.415, atom 30 (C): -0.626, atom 31 (C): -0.731, atom 32 (H): 0.297, atom 33 (C): -0.970, atom 34 (H): 0.337, atom 35 (H): 0.441, atom 36 (N): 0.124, atom 37 (N): -1.025, atom 38 (H): 0.401, atom 39 (H): 0.408, atom 40 (H): 0.522, atom 41 (C): -0.614, atom 42 (H): 0.462, atom 43 (H): 0.483, atom 44 (C): -0.704, atom 45 (H): 0.407, atom 46 (H): 0.354, atom 47 (H): 0.397, atom 48 (H): 0.377, atom 49 (C): -0.207, atom 50 (H): 0.527, atom 51 (C): 1.184, atom 52 (H): 0.463, atom 53 (C): 0.196, atom 54 (C): 0.307, atom 55 (N): 0.721

***

# 6
Entry from the OMol25 dataset: a cluster of 2 separate species, C14H35BrN4OSi2 in total in a non-equilibrium geometry (ωB97M-V/def2-TZVPD).

Summary:
Kohn-Sham gap	3.0	eV

```
! wB97M-V def2-TZVPD RIJCOSX def2/J DEFGRID3
* xyz 0 1
Si 5.536 0.785 -1.892
C 1.702 -1.621 -2.614
C -4.793 -0.876 1.580
H -3.857 1.008 2.101
H 0.528 2.014 1.128
H 4.448 2.320 -0.254
H -2.706 -1.537 3.068
H -6.718 3.117 1.594
H -5.185 -1.102 2.603
N 0.100 1.262 1.662
H -3.648 1.108 -0.329
H 4.698 -3.020 -2.390
H 5.377 2.892 -3.217
Si 3.253 -1.141 -1.639
H -2.292 0.152 3.453
H -6.151 -1.106 -0.098
O -7.029 2.369 1.081
H -8.133 -0.357 0.718
C -3.520 0.038 1.644
C -7.310 -0.095 1.428
H 1.035 -0.762 -2.730
H 3.484 -0.498 0.773
H 5.191 0.941 0.585
H 6.200 2.259 0.001
C -0.839 0.474 1.236
Br -0.947 -2.249 0.911
H 7.036 -1.049 -2.650
H 1.153 -2.411 -2.086
H 7.057 2.565 -2.754
H 0.396 1.142 2.629
H -3.083 -0.593 -0.398
H 6.782 -1.144 -0.896
H -4.457 -1.856 1.147
C -2.429 -0.567 2.602
H -7.389 -0.828 2.272
C 6.938 -0.462 -1.734
H 3.630 -3.535 -1.077
C -5.953 -0.309 0.665
C -7.535 1.358 1.956
C -3.015 0.358 0.193
H 6.315 1.667 -4.093
N -1.602 0.831 0.102
H 1.968 -1.995 -3.604
H -5.672 0.597 0.088
C 6.129 2.106 -3.111
H 5.070 -2.590 -0.710
H -8.647 1.509 2.017
C 5.315 1.655 -0.233
H -7.161 1.521 2.999
N -1.089 -0.728 1.985
C 2.660 -0.592 0.064
C 4.265 -2.716 -1.436
H 2.142 0.370 -0.001
N 4.081 0.092 -2.486
H 7.889 0.053 -1.561
H 1.960 -1.329 0.477
H -1.177 0.504 -0.768
*
```

Just the Mulliken charges please, in e? Sure, here they are: atom 1 (Si): 0.185, atom 2 (C): -0.916, atom 3 (C): -1.021, atom 4 (H): 0.247, atom 5 (H): 0.311, atom 6 (H): 0.193, atom 7 (H): 0.477, atom 8 (H): 0.302, atom 9 (H): 0.499, atom 10 (N): -0.063, atom 11 (H): 0.305, atom 12 (H): 0.251, atom 13 (H): 0.242, atom 14 (Si): -0.008, atom 15 (H): 0.248, atom 16 (H): 0.314, atom 17 (O): -0.525, atom 18 (H): 0.362, atom 19 (C): 0.850, atom 20 (C): -0.729, atom 21 (H): 0.180, atom 22 (H): 0.401, atom 23 (H): 0.312, atom 24 (H): 0.369, atom 25 (C): 0.165, atom 26 (Br): 0.075, atom 27 (H): 0.249, atom 28 (H): 0.224, atom 29 (H): 0.274, atom 30 (H): 0.305, atom 31 (H): 0.368, atom 32 (H): 0.317, atom 33 (H): 0.303, atom 34 (C): -0.931, atom 35 (H): 0.321, atom 36 (C): -1.044, atom 37 (H): 0.343, atom 38 (C): -0.515, atom 39 (C): -0.460, atom 40 (C): -0.958, atom 41 (H): 0.256, atom 42 (N): -0.240, atom 43 (H): 0.260, atom 44 (H): 0.309, atom 45 (C): -1.014, atom 46 (H): 0.313, atom 47 (H): 0.297, atom 48 (C): -1.025, atom 49 (H): 0.327, atom 50 (N): -0.285, atom 51 (C): -0.615, atom 52 (C): -1.042, atom 53 (H): -0.101, atom 54 (N): -0.227, atom 55 (H): 0.354, atom 56 (H): 0.282, atom 57 (H): 0.330

***

# 7
Entry from the OMol25 dataset: a structure of composition C11H10BrHoN in a non-equilibrium geometry (ωB97M-V/def2-TZVPD).

Summary:
Kohn-Sham gap (alpha / beta)	3.9 / 4.0	eV

```
! wB97M-V def2-TZVPD RIJCOSX def2/J DEFGRID3
* xyz -1 5
H 1.275 -0.148 3.818
H 1.974 1.633 -0.210
C 1.223 1.037 1.882
C 3.069 -0.187 2.420
H 4.171 0.094 0.435
C 3.298 0.344 1.088
C -2.646 1.436 -2.539
Br -1.221 -1.124 0.390
C 2.170 1.124 0.760
C 2.903 -2.499 1.980
C -2.843 -0.848 -2.766
C -3.534 0.968 -1.529
H 3.805 -0.821 3.007
H -4.045 1.591 -0.775
Ho 1.372 -1.104 0.690
H -1.532 0.338 -4.167
H -2.347 2.485 -2.705
C 1.762 0.187 2.862
H -2.725 -1.880 -3.137
H -4.277 -1.105 -1.043
H 0.223 1.529 1.903
C -3.655 -0.444 -1.668
N 3.799 -2.918 2.609
C -2.219 0.312 -3.304
*
```

Just the Mulliken charges please, in e? Sure, here they are: atom 1 (H): 0.291, atom 2 (H): 0.424, atom 3 (C): -0.286, atom 4 (C): -0.122, atom 5 (H): 0.305, atom 6 (C): -0.668, atom 7 (C): -0.542, atom 8 (Br): -0.271, atom 9 (C): -0.555, atom 10 (C): 0.069, atom 11 (C): -0.443, atom 12 (C): -0.418, atom 13 (H): 0.566, atom 14 (H): 0.318, atom 15 (Ho): 1.042, atom 16 (H): 0.369, atom 17 (H): 0.357, atom 18 (C): -0.715, atom 19 (H): 0.320, atom 20 (H): 0.398, atom 21 (H): 0.419, atom 22 (C): -0.734, atom 23 (N): -0.604, atom 24 (C): -0.520

***

# 8
Entry from the OMol25 dataset: the molecule C6H9N in a non-equilibrium geometry (ωB97M-V/def2-TZVPD).

Summary:
Kohn-Sham gap	8.9	eV
ΔE to the lowest compared entry with this formula, charge and spin	0.5210	eV
SMILES string	Cc1cc[nH]c1C

```
! wB97M-V def2-TZVPD RIJCOSX def2/J DEFGRID3
* xyz 0 1
H 0.663 1.317 2.272
H 0.899 -2.291 0.196
C -1.131 1.388 -1.087
C 0.132 -0.411 -0.545
C -0.057 0.336 0.597
C 0.842 -1.727 -0.733
H -0.054 -0.282 2.702
H -0.850 -0.152 -2.580
H 1.826 -1.588 -1.181
H 0.262 -2.316 -1.444
C -0.569 0.231 -1.613
H -1.340 1.884 0.986
N -0.842 1.412 0.239
H -1.879 1.957 -1.613
C 0.529 0.271 1.975
H 1.568 -0.029 1.830
*
```

Just the Mulliken charges please, in e? Sure, here they are: atom 1 (H): 0.380, atom 2 (H): 0.347, atom 3 (C): -0.481, atom 4 (C): 1.043, atom 5 (C): -0.276, atom 6 (C): -1.255, atom 7 (H): 0.265, atom 8 (H): 0.363, atom 9 (H): 0.258, atom 10 (H): 0.352, atom 11 (C): -0.658, atom 12 (H): 0.259, atom 13 (N): -0.031, atom 14 (H): 0.363, atom 15 (C): -1.275, atom 16 (H): 0.345

***

# 9
Entry from the OMol25 dataset: the ion C5H8N with charge +1 in a non-equilibrium geometry (ωB97M-V/def2-TZVPD).

Summary:
Kohn-Sham gap	9.3	eV
ΔE to the lowest compared entry with this formula, charge and spin	3.4434	eV
SMILES string	C=[N+]=C/C=C/C

```
! wB97M-V def2-TZVPD RIJCOSX def2/J DEFGRID3
* xyz 1 1
H 1.844 1.668 0.289
H -0.558 1.954 0.737
H -1.700 -1.833 -1.401
H -1.336 -2.766 0.144
C 1.649 0.725 -0.445
H 0.066 -0.705 -0.401
C -1.559 -1.790 -0.238
C -1.930 0.352 0.794
H 2.177 -0.059 -0.010
C 0.339 0.312 -0.140
N -2.103 -0.817 0.359
H 1.977 0.988 -1.480
C -0.617 0.934 0.479
H -2.790 0.862 1.174
*
```

Just the Mulliken charges please, in e? Sure, here they are: atom 1 (H): 0.272, atom 2 (H): 0.373, atom 3 (H): 0.348, atom 4 (H): 0.315, atom 5 (C): -1.075, atom 6 (H): 0.175, atom 7 (C): -0.281, atom 8 (C): -0.144, atom 9 (H): 0.331, atom 10 (C): 0.159, atom 11 (N): -0.029, atom 12 (H): 0.319, atom 13 (C): -0.209, atom 14 (H): 0.446

***

# 10
Entry from the OMol25 dataset: a cluster of 2 separate species, C2H3N3O in total in a non-equilibrium geometry (ωB97M-V/def2-TZVPD).

Summary:
Kohn-Sham gap	9.6	eV
ΔE to the lowest compared entry with this formula, charge and spin	3.9575	eV
SMILES string	C1=NN1.N=C=O

```
! wB97M-V def2-TZVPD RIJCOSX def2/J DEFGRID3
* xyz 0 1
N -0.186 0.890 1.368
H -0.674 -0.009 1.252
H -1.217 -2.296 -0.303
O 0.693 -0.258 -1.678
C 0.767 1.124 0.386
N -0.823 -1.383 -0.284
N -0.276 1.725 0.062
C -0.091 -0.808 -1.032
H 1.807 1.015 0.229
*
```

Just the Mulliken charges please, in e? Sure, here they are: atom 1 (N): -0.476, atom 2 (H): 0.299, atom 3 (H): 0.256, atom 4 (O): -0.394, atom 5 (C): 0.166, atom 6 (N): -0.529, atom 7 (N): -0.359, atom 8 (C): 0.728, atom 9 (H): 0.309

***

# 11
Entry from the OMol25 dataset: the ion C3H2NO3 with charge -1 in a non-equilibrium geometry (ωB97M-V/def2-TZVPD).

Summary:
Kohn-Sham gap	6.8	eV
ΔE to the lowest compared entry with this formula, charge and spin	5.2813	eV
SMILES string	O=C1O[C@]12N[C@H]2[O-]

```
! wB97M-V def2-TZVPD RIJCOSX def2/J DEFGRID3
* xyz -1 1
C 0.961 -0.793 0.542
H -0.733 -0.866 1.524
C -1.294 -1.159 -1.410
C -0.603 -1.128 -0.294
O 1.576 -1.846 0.808
O -1.894 -0.862 -2.424
H 1.506 0.254 -0.022
N -0.394 -0.269 0.810
O -1.153 -2.382 -0.490
*
```

Just the Mulliken charges please, in e? Sure, here they are: atom 1 (C): 0.100, atom 2 (H): 0.262, atom 3 (C): 0.705, atom 4 (C): -0.017, atom 5 (O): -0.635, atom 6 (O): -0.624, atom 7 (H): 0.192, atom 8 (N): -0.440, atom 9 (O): -0.542

***

# 12
Entry from the OMol25 dataset: a cluster of 2 separate species, C3H7NO in total in a non-equilibrium geometry (ωB97M-V/def2-TZVPD).

Summary:
Kohn-Sham gap	8.8	eV
ΔE to the lowest compared entry with this formula, charge and spin	2.4816	eV
SMILES string	C=CN.C=O

```
! wB97M-V def2-TZVPD RIJCOSX def2/J DEFGRID3
* xyz 0 1
C -1.070 0.694 -2.251
N -0.190 -1.209 0.668
H -0.960 -0.906 0.108
H -0.570 1.086 -3.155
C 0.886 -0.558 1.211
H 0.132 1.395 1.524
H 1.950 1.102 1.856
H 1.801 -1.144 1.206
H -1.399 1.487 -1.558
H -0.286 -2.191 0.846
O -1.264 -0.472 -2.068
C 0.971 0.716 1.612
*
```

Just the Mulliken charges please, in e? Sure, here they are: atom 1 (C): -0.062, atom 2 (N): -0.372, atom 3 (H): 0.166, atom 4 (H): 0.243, atom 5 (C): 0.084, atom 6 (H): 0.257, atom 7 (H): 0.227, atom 8 (H): 0.267, atom 9 (H): 0.205, atom 10 (H): 0.173, atom 11 (O): -0.406, atom 12 (C): -0.783